Molecular formula: C5H6S
Method: DFT, ωB97M-V/def2-TZVPD

```
! RIJCOSX wB97M-V def2-TZVPD def2/J DEFGRID3
* xyz 0 1
H -2.4951 -0.9659 1.3638
S -2.9514 0.3138 -0.5761
C 0.5467 -1.0270 -0.5826
H 2.0181 2.0325 -0.7394
C -0.2354 -1.9220 -0.4021
H 2.4150 -0.3136 -1.2426
C 1.4781 0.0103 -0.8039
H -0.9040 -2.7227 -0.2923
C 1.2642 1.2918 -0.5312
H 0.3433 1.6467 -0.1017
H -1.3574 0.4609 1.1604
C -2.1852 -0.1140 0.7687
*
```

- Frontier orbital gap: 8.56 eV
- E_LUMO: -0.2 eV
- Largest force on an atom: 0.019 Eh/bohr
- E_HOMO: -8.75 eV
- SMILES: C#CC=C.C=S
- Relative energy (zero: lowest compared OMol25 entry of this formula, charge and spin): 278.5 kJ/mol

Atom charges from the Löwdin analysis, given in e for atoms 1 to 4: 0.01, 0.60, -0.16, 0.06


Molecular formula: C5H6Si
Method: DFT, ωB97M-V/def2-TZVPD

```
! RIJCOSX wB97M-V def2-TZVPD def2/J DEFGRID3
* xyz 0 1
C 0.6501 -1.2695 -0.0944
H 0.3705 1.7961 -1.4204
Si -1.5093 0.2226 -0.0179
H 2.0632 0.4873 -0.0067
H -1.0359 -2.4181 0.2428
H 0.4121 1.7549 1.3370
C 0.0986 1.0761 -0.7464
C 0.0398 1.0646 0.7479
C -0.7112 -1.5143 -0.0185
H -2.7999 0.6773 -0.0639
H 1.4245 -1.9474 0.0538
C 0.9974 0.0704 -0.0134
*
```

- Frontier orbital gap: 9.48 eV
- E_LUMO: 1.0 eV
- Largest force on an atom: 0.114 Eh/bohr
- E_HOMO: -8.44 eV
- Relative energy (zero: lowest compared OMol25 entry of this formula, charge and spin): 196.6 kJ/mol

Atom charges from the Löwdin analysis, given in e for atoms 1 to 4: -0.17, 0.05, 0.86, 0.16


Molecular formula: C5H6Si
Method: DFT, ωB97M-V/def2-TZVPD

```
! RIJCOSX wB97M-V def2-TZVPD def2/J DEFGRID3
* xyz 0 1
C 1.6524 0.4210 0.5487
H -0.7422 1.2097 1.4018
C 1.7638 0.2271 -0.7253
H 0.0424 -2.3307 0.0865
H -2.5547 -1.4288 -0.1150
H 2.3339 0.0949 -1.7079
H -1.7148 1.9941 -0.7375
Si -1.2156 1.0180 0.0554
H 2.0778 0.7841 1.4223
C 0.3536 0.0632 -0.1655
C -1.6314 -0.8101 -0.1258
C -0.3654 -1.2425 0.0623
*
```

- Frontier orbital gap: 9.51 eV
- E_LUMO: 1.0 eV
- Largest force on an atom: 0.077 Eh/bohr
- E_HOMO: -8.49 eV
- Relative energy (zero: lowest compared OMol25 entry of this formula, charge and spin): 315.8 kJ/mol

Atom charges from the Löwdin analysis, given in e for atoms 1 to 4: -0.04, -0.02, -0.01, 0.13


Molecular formula: C5H7AlF3O6S
Method: DFT, ωB97M-V/def2-TZVPD

```
! RIJCOSX wB97M-V def2-TZVPD def2/J DEFGRID3
* xyz 1 1
C 2.5036 2.0490 2.9230
C -0.0259 -2.5977 -3.2835
H -0.7498 -2.6176 -4.0981
O 1.6769 3.7654 4.9168
O -0.0278 2.3620 3.8481
H 0.7338 -1.1148 -1.8539
Al -5.6555 2.6527 2.2324
C -0.2617 -3.7969 -2.3388
O -1.2521 -3.3158 -1.4543
H 0.5662 -3.9646 -1.6499
C -1.2019 -1.9262 -1.3515
O -1.7963 -1.2882 -0.4643
C -0.1927 -1.3956 -2.3547
F 2.4463 0.7242 2.6342
F 2.0788 2.7403 1.8175
S 1.3227 2.4570 4.4239
O -3.0329 4.3166 -1.5224
F 3.7672 2.3975 3.1616
H 0.9746 -2.5567 -3.7141
H -0.6037 -0.4814 -2.7830
H -0.6384 -4.7076 -2.8046
H -2.2322 4.8300 -1.7456
O 1.6006 1.4685 5.4609
*
```

- Frontier orbital gap: 1.83 eV
- E_LUMO: -10.4 eV
- Largest force on an atom: 0.071 Eh/bohr
- E_HOMO: -12.19 eV
- Relative energy (zero: lowest compared OMol25 entry of this formula, charge and spin): 322.5 kJ/mol

Atom charges from the Löwdin analysis, given in e for atoms 1 to 4: -0.57, -0.14, 0.12, -0.13


Molecular formula: C5H7BeO5
Method: DFT, ωB97M-V/def2-TZVPD

```
! RIJCOSX wB97M-V def2-TZVPD def2/J DEFGRID3
* xyz 0 2
H -3.2547 1.8909 0.3238
O -1.0176 1.3823 2.5837
C -3.4356 1.5712 -1.8006
O -1.5740 -1.6684 0.6675
O -4.4935 0.6402 -1.8438
Be -3.6078 -1.1556 -0.6503
C -5.3733 0.8409 -2.9292
H -3.8213 2.6035 -1.8698
O -2.7703 -0.0473 3.0011
H -4.8337 0.7737 -3.8881
H -1.6912 1.8628 -0.5797
C -2.6934 1.4242 -0.4955
C -1.8057 0.5008 2.5926
H -2.7498 1.3990 -2.6492
H -5.8614 1.8268 -2.8563
O -2.5444 0.0395 -0.1878
C -1.5403 -0.4350 0.6737
H -6.1361 0.0550 -2.8869
*
```

- Frontier orbital gap (alpha / beta): 7.47 / 7.70 eV
- E_LUMO (alpha / beta): 0.1 / -0.9 eV
- Largest force on an atom: 0.079 Eh/bohr
- <S²>: 0.751
- E_HOMO (alpha / beta): -7.34 / -8.62 eV
- Relative energy (zero: lowest compared OMol25 entry of this formula, charge and spin): 7.7 kJ/mol

Atom charges from the Löwdin analysis, given in e for atoms 1 to 4: 0.14, 0.12, -0.20, -0.03


Molecular formula: C5H7Br
Method: DFT, ωB97M-V/def2-TZVPD

```
! RIJCOSX wB97M-V def2-TZVPD def2/J DEFGRID3
* xyz 0 1
H -0.1159 1.7311 1.0127
C -0.4807 -0.1746 -0.1156
C -1.6432 -0.4446 -1.0043
C 0.4028 -0.8913 0.5647
H 0.3426 -2.0085 0.8238
C 0.3673 1.1970 0.1714
H -2.0126 0.3754 -1.5008
H -2.3326 -0.9713 -0.2621
C 1.3701 0.2349 0.9146
H -1.2763 -1.2457 -1.6479
H 1.4994 0.4197 1.9357
Br 2.9380 0.0139 -0.3316
H 0.9411 1.7639 -0.5607
*
```

- Frontier orbital gap: 10.11 eV
- E_LUMO: 0.9 eV
- Largest force on an atom: 0.095 Eh/bohr
- E_HOMO: -9.21 eV
- SMILES: CC1=C[C@@H](Br)C1
- Relative energy (zero: lowest compared OMol25 entry of this formula, charge and spin): 120.6 kJ/mol

Atom charges from the Löwdin analysis, given in e for atoms 1 to 4: 0.10, -0.26, -0.04, -0.16


Molecular formula: C5H7Br
Method: DFT, ωB97M-V/def2-TZVPD

```
! RIJCOSX wB97M-V def2-TZVPD def2/J DEFGRID3
* xyz 0 3
H -1.5787 1.8372 3.7464
Br 1.3115 2.2447 0.1616
H 1.8122 0.1664 -0.9687
C -1.0453 1.5981 1.7209
H 1.2835 -0.5993 -2.7803
H 2.0999 -1.4670 -1.3870
H -2.8896 1.4764 2.6422
H -0.7564 -0.4641 -1.5319
H -0.0976 -1.9053 -0.4369
C 0.0061 -0.9969 -1.0803
C 1.2931 -0.6825 -1.5903
C -0.1981 1.4082 0.7841
C -1.8775 1.6224 2.7459
*
```

- Frontier orbital gap (alpha / beta): 7.59 / 8.13 eV
- E_LUMO (alpha / beta): 0.3 / -1.3 eV
- Largest force on an atom: 0.087 Eh/bohr
- <S²>: 2.038
- E_HOMO (alpha / beta): -7.25 / -9.44 eV
- Relative energy (zero: lowest compared OMol25 entry of this formula, charge and spin): 155.4 kJ/mol

Atom charges from the Löwdin analysis, given in e for atoms 1 to 4: 0.06, 0.77, -0.01, -0.22


Molecular formula: C5H7Br2NO
Method: DFT, ωB97M-V/def2-TZVPD

```
! RIJCOSX wB97M-V def2-TZVPD def2/J DEFGRID3
* xyz 0 3
Br -2.1587 2.3144 -0.1850
H -0.0049 -0.0202 -2.3585
H -0.9430 2.0162 2.2706
O 0.8344 0.7558 -0.7571
C 1.1085 -1.5485 -1.1061
H 1.7743 -2.0443 -1.8547
H 1.3702 -1.7075 -0.0281
C -1.6439 0.8193 0.8365
C -1.1197 1.0362 2.0114
Br 3.3862 1.4845 0.9705
N -2.4470 -1.3954 -0.2404
H -0.9901 0.0829 2.4592
C -2.0943 -0.4223 0.3121
H 0.1989 -2.2083 -1.1319
C 0.6652 -0.1574 -1.4967
H 2.0639 0.9945 0.2983
*
```

- Frontier orbital gap (alpha / beta): 7.09 / 6.29 eV
- E_LUMO (alpha / beta): 0.3 / -3.8 eV
- Largest force on an atom: 0.229 Eh/bohr
- <S²>: 2.017
- E_HOMO (alpha / beta): -6.80 / -10.09 eV
- Relative energy (zero: lowest compared OMol25 entry of this formula, charge and spin): 11.4 kJ/mol

Atom charges from the Löwdin analysis, given in e for atoms 1 to 4: 0.87, 0.13, 0.04, -0.07


Molecular formula: C5H7BrClN2O
Method: DFT, ωB97M-V/def2-TZVPD

```
! RIJCOSX wB97M-V def2-TZVPD def2/J DEFGRID3
* xyz 1 1
H -3.2283 2.3732 -0.0194
H -0.9727 2.1563 0.0026
C 2.5906 0.2000 0.0893
H -3.4356 0.7138 -0.4519
H -0.2285 0.1129 -1.3069
H -1.7891 -0.6659 -0.7698
Cl 1.8635 1.6815 0.5712
C -0.9645 0.0744 -0.5271
H -1.2394 -1.3720 1.1888
C -0.4406 -0.8595 0.6135
C 1.9736 -1.0620 0.1353
H 2.3851 -2.9709 0.3189
O 2.7921 -2.1166 0.1000
Br 4.4341 0.2999 -0.3055
N 0.7156 -1.3228 0.6907
C -1.5791 1.3367 -0.2229
N -2.8768 1.4209 -0.1068
*
```

- Frontier orbital gap: 6.02 eV
- E_LUMO: -5.5 eV
- Largest force on an atom: 0.084 Eh/bohr
- E_HOMO: -11.51 eV
- SMILES: [NH2+]=CC/C=N\C(O)=C(/Cl)Br
- Relative energy (zero: lowest compared OMol25 entry of this formula, charge and spin): 217.6 kJ/mol

Atom charges from the Löwdin analysis, given in e for atoms 1 to 4: 0.17, 0.11, -1.07, 0.12


Molecular formula: C5H7BrFI
Method: DFT, ωB97M-V/def2-TZVPD

```
! RIJCOSX wB97M-V def2-TZVPD def2/J DEFGRID3
* xyz 0 1
C 0.5133 0.3016 0.3510
H 1.3855 1.5809 1.9336
H 2.0855 1.6141 0.3422
H -1.9544 -0.8547 -2.1535
C -0.5499 0.8222 -0.1538
Br -3.6811 0.5814 -1.1673
H 0.4429 -1.5275 -0.6921
C -2.3267 -0.6651 -1.2572
H 2.3958 0.1507 1.2648
F -2.5736 -1.7454 -0.4680
I -1.3536 2.6411 0.2133
H 0.9058 -1.7787 0.9074
H 2.0227 -0.9993 -0.2040
C 1.0184 -1.0768 0.0203
C 1.6694 0.9555 1.0632
*
```

- Frontier orbital gap (alpha / beta): 8.26 / 8.08 eV
- E_LUMO (alpha / beta): -0.2 / -0.5 eV
- Largest force on an atom: 0.115 Eh/bohr
- E_HOMO (alpha / beta): -8.48 / -8.59 eV
- Relative energy (zero: lowest compared OMol25 entry of this formula, charge and spin): 74.2 kJ/mol

Atom charges from the Löwdin analysis, given in e for atoms 1 to 4: -0.51, 0.09, 0.07, 0.00


Molecular formula: C5H7BrNO
Method: DFT, ωB97M-V/def2-TZVPD

```
! RIJCOSX wB97M-V def2-TZVPD def2/J DEFGRID3
* xyz 1 1
H -1.6845 2.2352 -0.0321
Br 4.0725 -0.4229 -0.0542
H -1.3351 -2.9348 -0.1083
C -1.0474 -0.9955 0.4853
C -0.9429 1.3149 -0.0271
H 2.9079 1.6156 0.9058
C 0.4053 1.5664 -0.0856
H 1.3475 -0.3800 -0.7055
H -2.8724 -2.3369 0.4593
C 2.7111 0.8257 0.3144
H -2.2269 -1.7956 -0.9749
C 1.4673 0.5911 -0.1199
O -1.4164 0.0939 -0.0406
H 0.6099 2.6677 0.0445
N -1.9959 -2.0447 -0.0612
*
```

- Frontier orbital gap (alpha / beta): 7.20 / 7.20 eV
- E_LUMO (alpha / beta): -4.9 / -5.0 eV
- Largest force on an atom: 0.123 Eh/bohr
- E_HOMO (alpha / beta): -12.15 / -12.15 eV
- Relative energy (zero: lowest compared OMol25 entry of this formula, charge and spin): 381.0 kJ/mol

Atom charges from the Löwdin analysis, given in e for atoms 1 to 4: 0.18, 0.75, 0.22, 0.04


Molecular formula: C5H7Cl
Method: DFT, ωB97M-V/def2-TZVPD

```
! RIJCOSX wB97M-V def2-TZVPD def2/J DEFGRID3
* xyz 0 1
H 0.2462 1.4595 -2.8314
C 0.5704 0.7805 -2.0661
H 2.2217 0.0187 -0.9629
H -0.9483 -0.6580 -2.5790
H -1.3195 -1.5349 -0.2978
C 1.8109 0.8789 -1.5984
C 0.1666 -0.3341 0.6530
Cl -0.7845 -0.1282 2.2734
H 0.7125 0.5748 0.5431
H 2.6417 1.5229 -1.9620
H 0.9191 -1.1554 0.8700
C -0.4355 -0.2498 -1.7310
C -0.6353 -0.7505 -0.4954
*
```

- Frontier orbital gap: 10.08 eV
- E_LUMO: 0.7 eV
- Largest force on an atom: 0.052 Eh/bohr
- E_HOMO: -9.40 eV
- SMILES: C=C/C=C\CCl
- Relative energy (zero: lowest compared OMol25 entry of this formula, charge and spin): 109.3 kJ/mol

Atom charges from the Löwdin analysis, given in e for atoms 1 to 4: 0.09, -0.19, 0.09, 0.10